1.
DFT (the ωB97M-V functional and the def2-TZVPD basis) results for one molecule with the formula C6H10O.

Element x y z (Å)
O: 1.94 -1.14 0.89
C: 1.25 -0.57 -0.21
C: 1.08 0.91 0.05
C: -0.03 1.57 -0.39
C: -1.35 0.86 -0.41
C: -1.13 -0.44 0.39
C: -0.11 -1.27 -0.38
H: 2.52 -0.44 1.23
H: 1.84 -0.71 -1.13
H: 0.91 1.06 1.15
H: -0.05 2.66 -0.43
H: -1.74 0.71 -1.41
H: -2.06 1.51 0.13
H: -0.65 -0.16 1.34
H: -2.04 -0.97 0.67
H: -0.04 -2.30 -0.04
H: -0.34 -1.28 -1.45

Properties
- HOMO energy (spin up / spin down) (eV) = -8.1 / -8.1
- calculated total energy (Ha) = -309.731425
- lowest unoccupied orbital energy (spin up / spin down) (hartree) = 0.008 / 0.008
- structure (SMILES) = O[C@@H]1C=CCCC1

2.
DFT (the ωB97M-V functional and the def2-TZVPD basis) results for one molecule with the formula C6H10O.

Element x y z (Å)
C: 1.46 1.09 1.33
C: 0.54 -0.14 0.96
O: -0.70 -0.07 1.46
C: -1.76 -1.30 -0.32
C: -0.82 -0.82 -1.24
C: -0.49 0.66 -1.24
C: 0.54 -0.10 -0.55
H: 1.55 1.11 2.42
H: 1.01 2.03 1.00
H: 2.47 1.01 0.91
H: 1.11 -1.03 1.29
H: -2.07 -2.35 -0.40
H: -2.34 -0.67 0.33
H: -0.57 -1.44 -2.10
H: -1.15 1.23 -0.60
H: -0.25 1.10 -2.21
H: 1.48 -0.32 -1.06

Properties
- HOMO energy (spin up / spin down) (eV) = -8.3 / -8.2
- calculated total energy (Ha) = -309.703583
- lowest unoccupied orbital energy (spin up / spin down) (hartree) = -0.025 / -0.025

3.
DFT (the ωB97M-V functional and the def2-TZVPD basis) results for one molecule with the formula C6H10O.

Element x y z (Å)
C: -2.22 0.24 -0.03
C: -0.75 0.21 0.32
C: -0.14 -1.19 0.12
C: 1.34 -1.15 -0.14
C: 2.00 0.00 -0.25
C: 1.26 1.31 -0.16
O: -0.10 1.17 -0.49
H: -2.76 -0.53 0.53
H: -2.34 0.03 -1.10
H: -2.66 1.21 0.18
H: -0.61 0.51 1.38
H: -0.65 -1.71 -0.70
H: -0.34 -1.79 1.03
H: 1.85 -2.10 -0.25
H: 3.07 0.02 -0.42
H: 1.37 1.74 0.85
H: 1.68 2.04 -0.87

Properties
- HOMO energy (eV) = -9.4
- calculated total energy (Ha) = -309.830817
- lowest unoccupied orbital energy (hartree) = 0.042
- structure (SMILES) = C[C@H]1CC=CCO1

4.
DFT (the ωB97M-V functional and the def2-TZVPD basis) results for a 2-piece molecular cluster, C6H10O overall.

Element x y z (Å)
C: -0.23 1.92 0.89
C: -0.91 0.82 0.69
C: -1.31 -0.40 0.41
C: -1.87 -0.85 -0.90
O: -1.26 -1.43 1.32
H: 0.83 1.94 0.63
H: -0.66 2.84 1.30
H: -2.93 -1.10 -0.81
H: -1.74 -0.08 -1.66
H: -1.34 -1.76 -1.23
H: -0.83 -1.10 2.12
C: 2.32 0.26 -0.29
C: 1.49 -0.73 -0.58
H: 2.82 0.33 0.68
H: 2.52 1.06 -1.00
H: 1.25 -1.52 0.13
H: 0.97 -0.78 -1.54

Properties
- HOMO energy (eV) = -8.6
- calculated total energy (Ha) = -309.751539
- lowest unoccupied orbital energy (hartree) = 0.033
- structure (SMILES) = C=C=C(C)O.C=C

5.
DFT (the ωB97M-V functional and the def2-TZVPD basis) results for C6H10O as an isolated structure.

Element x y z (Å)
C: 1.83 -0.64 0.03
C: 0.79 0.41 0.40
C: -0.06 1.26 -0.59
C: -1.40 0.84 0.25
O: -2.29 -0.06 -0.39
C: -1.22 -1.01 -0.40
C: -0.51 -0.25 0.82
H: 2.09 -1.20 0.94
H: 2.76 -0.25 -0.39
H: 1.41 -1.37 -0.67
H: 1.21 1.08 1.16
H: 0.13 2.33 -0.61
H: 0.08 0.90 -1.62
H: -1.97 1.52 0.90
H: -0.76 -0.90 -1.40
H: -1.51 -2.05 -0.29
H: -0.60 -0.60 1.86

Properties
- HOMO energy (eV) = -9.4
- calculated total energy (Ha) = -309.758207
- lowest unoccupied orbital energy (hartree) = 0.040

6.
DFT (the ωB97M-V functional and the def2-TZVPD basis) results for a 2-piece molecular cluster, C6H10O overall.

Element x y z (Å)
C: 0.31 -0.93 -1.35
C: -1.81 1.06 0.37
C: 0.83 -0.98 -0.15
C: -1.40 2.04 -0.66
C: 0.35 -0.02 0.91
C: 1.65 -2.11 0.31
O: -0.11 -0.97 -2.45
H: -1.70 1.45 1.46
H: -2.35 2.71 -0.63
H: -1.50 1.60 -1.62
H: -0.60 2.68 -0.53
H: -0.46 0.52 0.39
H: 1.08 0.72 1.15
H: -0.03 -0.64 1.66
H: 1.83 -2.90 -0.50
H: 1.22 -2.62 1.26
H: 2.69 -1.61 0.38

Properties
- HOMO energy (eV) = -8.3
- calculated total energy (Ha) = -309.623718
- lowest unoccupied orbital energy (hartree) = 0.013

7.
DFT (the ωB97M-V functional and the def2-TZVPD basis) results for one molecule with the formula C6H10O.

Element x y z (Å)
C: -2.14 0.29 -0.08
C: -0.83 -0.03 0.64
C: -0.13 -1.31 0.16
C: 1.35 -1.10 0.01
C: 1.92 0.08 -0.23
C: 1.14 1.35 -0.30
O: -0.09 1.24 0.38
H: -2.98 0.60 0.55
H: -2.47 -0.43 -0.84
H: -1.69 1.17 -0.55
H: -0.94 -0.05 1.73
H: -0.54 -1.65 -0.81
H: -0.31 -2.15 0.84
H: 1.98 -1.98 0.06
H: 2.99 0.15 -0.38
H: 1.71 2.17 0.18
H: 1.03 1.67 -1.35

Properties
- HOMO energy (eV) = -9.3
- calculated total energy (Ha) = -309.794277
- lowest unoccupied orbital energy (hartree) = 0.039
- structure (SMILES) = C[C@H]1CC=CCO1

8.
DFT (the ωB97M-V functional and the def2-TZVPD basis) results for a 2-piece molecular cluster, C6H10O overall.

Element x y z (Å)
C: -1.21 0.09 1.41
C: -0.02 0.11 0.51
C: 0.91 -0.76 0.08
C: 1.47 0.21 -0.93
O: 0.83 0.13 -2.23
C: -0.16 1.10 -1.85
C: 0.42 1.21 -0.42
H: -1.22 0.98 2.05
H: -1.24 -0.80 2.04
H: -2.13 0.12 0.80
H: 1.13 -1.80 0.30
H: 2.55 0.40 -1.01
H: -1.18 0.71 -1.93
H: -0.06 2.01 -2.45
H: 0.64 2.20 -0.02
H: -0.35 -2.89 2.20
H: -0.37 -3.02 1.47

Properties
- HOMO energy (eV) = -9.4
- calculated total energy (Ha) = -309.726381
- lowest unoccupied orbital energy (hartree) = 0.040
- structure (SMILES) = CC1=C[C@H]2OC[C@@H]12.[H][H]

9.
DFT (the ωB97M-V functional and the def2-TZVPD basis) results for one molecule with the formula C6H10O.

Element x y z (Å)
C: -1.91 -0.25 0.19
C: -0.88 0.61 -0.54
C: -0.12 1.60 0.42
C: 0.39 0.07 -1.06
C: 0.89 -1.14 -0.32
C: 2.39 -1.00 -0.11
O: 2.85 -0.25 0.71
H: -2.75 0.37 0.52
H: -1.50 -0.74 1.08
H: -2.31 -1.03 -0.47
H: -1.38 1.22 -1.30
H: -0.02 2.59 -0.03
H: -0.69 1.66 1.35
H: 0.89 1.26 0.70
H: 0.69 -1.95 -1.03
H: 0.42 -1.40 0.64
H: 3.05 -1.62 -0.75

Properties
- HOMO energy (eV) = -8.4
- calculated total energy (Ha) = -309.709998
- lowest unoccupied orbital energy (hartree) = 0.016

10.
DFT (the ωB97M-V functional and the def2-TZVPD basis) results for one molecule with the formula C6H10O.

Element x y z (Å)
C: -2.41 -0.20 0.29
C: -1.37 0.45 -0.59
O: -0.56 1.13 0.20
C: 0.72 1.46 -0.35
C: 1.58 0.20 -0.26
C: 1.25 -0.77 0.83
C: 0.85 -1.06 -0.59
H: -3.24 0.51 0.28
H: -2.11 -0.38 1.34
H: -2.78 -1.13 -0.16
H: -0.15 -0.85 -0.94
H: 0.63 1.78 -1.39
H: 1.12 2.27 0.27
H: 2.61 0.32 -0.58
H: 0.50 -0.48 1.57
H: 2.06 -1.36 1.24
H: 1.30 -1.88 -1.14

Properties
- HOMO energy (eV) = -8.2
- calculated total energy (Ha) = -309.712595
- lowest unoccupied orbital energy (hartree) = 0.040

11.
DFT (the ωB97M-V functional and the def2-TZVPD basis) results for one molecule with the formula C6H10O.

Element x y z (Å)
C: -0.74 -1.02 -1.88
C: -1.20 -0.88 -0.44
C: -1.14 0.09 0.47
C: -0.27 1.33 0.61
C: 1.23 0.99 0.57
C: 1.58 -0.36 1.20
O: 0.98 -0.85 2.13
H: -0.13 -1.92 -2.06
H: -0.17 -0.17 -2.29
H: -1.63 -1.15 -2.51
H: -1.76 -1.77 -0.13
H: -1.66 -0.11 1.41
H: -0.49 1.79 1.58
H: -0.46 2.13 -0.11
H: 1.62 1.00 -0.45
H: 1.79 1.78 1.11
H: 2.46 -0.89 0.78

Properties
- HOMO energy (eV) = -9.1
- calculated total energy (Ha) = -309.807656
- lowest unoccupied orbital energy (hartree) = 0.035
- structure (SMILES) = C/C=C\CCC=O

12.
DFT (the ωB97M-V functional and the def2-TZVPD basis) results for C6H10O as an isolated structure.

Element x y z (Å)
C: 2.32 -0.02 0.25
C: 1.04 -0.41 -0.50
C: -0.16 -0.15 0.36
C: -1.69 -0.34 -0.97
O: -0.21 -0.98 1.41
C: -1.12 0.83 0.18
C: -1.87 1.88 0.48
H: 3.19 -0.18 -0.39
H: 2.44 -0.62 1.16
H: 2.30 1.04 0.54
H: 1.08 -1.47 -0.77
H: 0.95 0.17 -1.42
H: -2.71 0.03 -0.90
H: -1.26 -0.16 -1.95
H: -1.68 -1.41 -0.74
H: -0.90 -0.65 2.01
H: -1.32 2.53 1.18

Properties
- HOMO energy (eV) = -7.4
- calculated total energy (Ha) = -309.670249
- lowest unoccupied orbital energy (hartree) = 0.017

Record order is preserved below.
Relative energy (zero: lowest compared OMol25 entry of this formula, charge and spin): 291.3; 364.4; 30.3; 238.5; 221.0; 574.1; 126.3; 304.5; 347.5; 340.7; 91.1; 451.9 kJ/mol